1.
{"formula": "C7H20N2OS", "method": "ωB97M-V/def2-TZVPD", "elements": ["S", "O", "N", "N", "C", "C", "C", "C", "C", "C", "C", "H", "H", "H", "H", "H", "H", "H", "H", "H", "H", "H", "H", "H", "H", "H", "H", "H", "H", "H", "H"], "xyz": [[-1.653, 0.973, -0.088], [1.244, 2.167, 0.380], [-1.974, -2.295, -0.994], [1.737, -2.301, -0.319], [1.949, 2.991, 1.212], [0.733, -0.134, -1.114], [2.488, 2.297, 2.467], [-2.902, -1.590, -0.120], [1.265, -1.526, -1.460], [-3.089, -0.115, -0.432], [-0.131, 0.068, 0.135], [3.050, 2.984, 3.106], [-3.903, -2.016, -0.194], [-2.447, -3.031, -1.500], [0.233, 0.251, -2.009], [1.130, -3.073, -0.094], [0.516, -2.103, -2.006], [-1.535, -1.706, -1.689], [2.091, -1.375, -2.157], [2.823, 3.450, 0.699], [-2.599, -1.704, 0.925], [-3.385, 0.020, -1.470], [-0.364, -0.833, 0.703], [-1.451, 1.428, -1.332], [0.455, 0.829, 0.743], [1.883, -1.749, 0.512], [-3.862, 0.308, 0.204], [1.545, 0.567, -0.903], [1.347, 3.860, 1.560], [1.658, 1.886, 3.051], [3.147, 1.472, 2.182]], "atomic_forces_ev_per_a": [[0.217, 0.285, 0.196], [-0.119, 0.101, 0.254], [-0.145, -0.176, -0.200], [0.078, -0.225, -0.067], [0.137, 0.490, 0.015], [-0.008, 0.246, -0.310], [-0.083, -0.104, -0.081], [0.005, 0.158, 0.042], [-0.149, 0.034, 0.298], [0.013, -0.061, -0.162], [0.039, -0.965, 0.193], [-0.003, 0.015, -0.012], [-0.015, -0.121, 0.046], [0.042, -0.023, 0.048], [-0.004, 0.097, -0.044], [-0.134, 0.049, 0.043], [0.056, -0.129, 0.121], [0.021, 0.139, 0.147], [0.030, 0.052, -0.075], [-0.036, -0.035, 0.014], [0.050, 0.017, 0.045], [0.038, 0.047, -0.055], [-0.164, -0.108, -0.100], [0.069, 0.120, -0.001], [-0.045, 0.213, -0.132], [0.076, 0.101, -0.013], [-0.122, -0.049, 0.017], [0.130, -0.084, -0.247], [0.014, -0.052, -0.021], [0.025, -0.019, 0.016], [-0.012, -0.013, 0.024]], "largest_force_ev_per_a": 0.985, "total_energy_ha": -861.47901, "homo_ev": -6.5888}

2.
{"formula": "C4H8O2", "method": "ωB97M-V/def2-TZVPD", "elements": ["O", "O", "C", "C", "C", "C", "H", "H", "H", "H", "H", "H", "H", "H"], "xyz": [[-0.197, 1.443, 0.453], [3.116, -0.669, 0.180], [2.085, -0.117, 0.453], [0.717, -0.775, 0.247], [-1.383, -0.407, -0.355], [-0.196, 0.426, -0.367], [-2.326, 1.302, -0.391], [-1.903, -0.552, 0.588], [-1.574, -1.141, -1.138], [0.840, -1.653, -0.388], [2.022, 0.899, 0.886], [0.184, 0.570, -1.399], [0.349, -1.056, 1.240], [-1.733, 1.730, -0.008]], "atomic_forces_ev_per_a": [[-0.150, 0.182, -0.067], [-0.450, 0.184, 0.071], [0.259, -0.154, -0.048], [0.153, -0.287, 0.038], [0.030, 0.079, 0.061], [-0.168, -0.076, -0.130], [-0.015, -0.138, -0.030], [0.141, 0.090, -0.083], [0.044, 0.149, 0.068], [-0.039, 0.117, 0.076], [0.035, -0.093, -0.037], [0.005, 0.057, 0.146], [0.008, 0.049, -0.099], [0.146, -0.159, 0.034]], "largest_force_ev_per_a": 0.492, "total_energy_ha": -307.49473, "homo_ev": [-9.5530, -9.5516], "de_lowest_kcal_mol": 136.6}

3.
{"formula": "C5H9NO2", "method": "ωB97M-V/def2-TZVPD", "elements": ["O", "O", "N", "C", "C", "C", "C", "C", "H", "H", "H", "H", "H", "H", "H", "H", "H"], "xyz": [[-0.075, 2.819, 1.277], [-2.554, -1.264, 0.514], [-1.381, -1.163, 0.066], [-0.848, 0.123, -0.502], [1.065, -1.112, 0.902], [0.386, 1.917, 0.685], [-0.289, -0.465, 0.829], [-0.063, 0.074, -1.782], [1.420, 1.894, 0.240], [-1.588, 0.908, -0.410], [0.495, -0.857, -1.876], [-0.754, 0.131, -2.625], [1.083, -1.801, 1.748], [1.863, -0.381, 1.051], [0.637, 0.909, -1.868], [-0.683, -0.044, 1.746], [1.285, -1.687, 0.004]], "atomic_forces_ev_per_a": [[0.081, -0.003, -0.035], [-0.179, -0.089, 0.036], [0.980, 0.807, -0.055], [-0.270, -1.295, 0.657], [-0.073, -0.072, 0.048], [0.412, 0.933, 0.239], [-0.953, -0.576, -0.970], [-0.103, -0.040, -0.024], [0.073, 0.115, 0.020], [0.061, 0.046, 0.090], [-0.009, 0.026, 0.025], [0.053, 0.004, 0.008], [0.036, 0.023, -0.034], [-0.057, -0.001, -0.004], [-0.040, -0.018, 0.036], [0.002, 0.108, -0.049], [-0.015, 0.032, 0.011]], "largest_force_ev_per_a": 1.477, "total_energy_ha": -400.92872, "homo_ev": [-8.6827, -8.0235], "de_lowest_kcal_mol": 155.6}

4.
{"formula": "C3H6N2S", "method": "ωB97M-V/def2-TZVPD", "elements": ["S", "N", "N", "C", "C", "C", "H", "H", "H", "H", "H", "H"], "xyz": [[-2.256, 1.280, -0.452], [-1.570, -0.019, -1.084], [0.986, -0.813, -0.020], [-1.878, -0.762, -2.107], [1.528, -0.332, 0.868], [1.947, 0.585, 1.938], [2.242, 1.413, 1.437], [-1.185, -1.467, -2.497], [-0.790, -0.394, -0.503], [-2.814, -0.480, -2.678], [1.075, 0.961, 2.515], [2.714, 0.027, 2.582]], "atomic_forces_ev_per_a": [[-1.142, 1.414, 0.131], [3.798, 0.723, 5.084], [0.546, -0.632, -0.021], [-3.920, -1.602, -5.083], [-1.052, 0.830, 0.353], [-0.542, -3.377, 1.994], [1.868, 2.578, -1.220], [0.454, -0.315, -0.176], [-0.791, 0.397, -0.822], [1.348, -0.554, 0.699], [0.423, -0.882, -0.156], [-0.991, 1.420, -0.785]], "largest_force_ev_per_a": 6.615, "total_energy_ha": -625.45475, "s2": 2.006, "homo_ev": [-5.8364, -8.7744], "multiplicity": 3, "de_lowest_kcal_mol": 6.2}

5.
{"formula": "C32H46IrNP2", "method": "ωB97M-V/def2-TZVPD", "elements": ["Ir", "P", "P", "N", "C", "C", "C", "C", "C", "C", "C", "C", "C", "C", "C", "C", "C", "C", "C", "C", "C", "C", "C", "C", "C", "C", "C", "C", "C", "C", "C", "C", "C", "C", "C", "C", "H", "H", "H", "H", "H", "H", "H", "H", "H", "H", "H", "H", "H", "H", "H", "H", "H", "H", "H", "H", "H", "H", "H", "H", "H", "H", "H", "H", "H", "H", "H", "H", "H", "H", "H", "H", "H", "H", "H", "H", "H", "H", "H", "H", "H", "H"], "xyz": [[0.409, 0.093, 0.302], [0.020, -2.116, 0.558], [0.150, 0.995, -1.897], [-1.553, 0.272, 0.209], [-3.755, -0.700, 0.715], [-3.362, 3.476, -0.348], [-2.359, -0.743, 0.670], [-1.715, -1.954, 1.066], [-1.741, -0.518, -3.178], [-2.776, 3.914, -1.531], [-0.677, -4.211, -1.256], [2.778, 1.080, -2.646], [0.981, -4.618, 1.526], [1.344, 3.008, 1.808], [-2.971, 2.297, 0.277], [-1.968, 1.528, -0.290], [-0.297, -0.033, -3.353], [-1.285, 2.005, -1.431], [2.801, 1.121, 1.471], [2.531, 2.474, 1.319], [0.628, -2.805, 3.208], [-0.145, 0.671, -4.699], [1.503, 3.244, -3.087], [-3.218, 5.185, -2.196], [-1.724, 3.161, -2.056], [-2.455, -2.981, 1.639], [0.662, 0.836, 2.609], [1.871, 0.299, 2.124], [-3.834, -2.897, 1.767], [0.078, -2.892, -1.108], [-4.640, -4.011, 2.366], [1.652, 2.015, -2.194], [1.016, -3.103, 1.757], [1.517, -2.962, -1.619], [0.416, 2.203, 2.451], [-4.459, -1.758, 1.256], [-0.141, -5.048, -0.817], [-0.037, -5.007, 1.547], [2.024, -1.996, -1.560], [2.637, 0.742, -3.672], [-0.504, 2.630, 2.827], [-0.026, 0.218, 3.171], [-4.258, 5.409, -1.967], [2.039, -2.760, 1.564], [-1.241, 3.503, -2.963], [2.476, 3.730, -3.171], [-2.436, 0.315, -3.290], [0.873, 0.995, -4.900], [1.513, -3.276, -2.664], [-0.808, 1.537, -4.767], [-3.449, 1.990, 1.196], [-5.196, -3.665, 3.238], [-0.309, -3.301, 3.457], [-0.433, -0.018, -5.493], [-1.957, -3.891, 1.951], [1.396, -3.199, 3.873], [3.736, 0.697, 1.130], [1.530, -5.101, 2.334], [-2.614, 6.027, -1.854], [-4.009, -4.841, 2.676], [-4.294, 0.145, 0.316], [1.893, 2.368, -1.186], [1.176, 3.001, -4.096], [1.151, 4.066, 1.700], [2.866, 0.196, -2.009], [2.111, -3.692, -1.070], [-1.937, -0.975, -2.208], [-3.115, 5.122, -3.278], [2.145, -0.715, 2.376], [-0.458, -2.143, -1.694], [-1.675, -4.167, -0.819], [-0.795, -4.427, -2.319], [3.728, 1.613, -2.607], [0.502, -1.749, 3.435], [-5.541, -1.705, 1.281], [0.392, -0.885, -3.306], [0.812, 3.970, -2.663], [3.255, 3.122, 0.843], [-5.367, -4.388, 1.646], [1.445, -4.917, 0.591], [-4.154, 4.066, 0.096], [-1.974, -1.249, -3.954]], "atomic_forces_ev_per_a": [[0.603, 1.677, 0.214], [-1.032, -0.085, -0.465], [-0.708, -0.654, 0.234], [0.100, 0.231, 0.076], [-0.207, -0.089, 0.091], [0.015, -0.067, -0.003], [0.599, -0.589, 0.012], [0.486, 0.691, -0.382], [-0.055, -0.004, -0.008], [0.063, -0.099, -0.020], [-0.054, -0.064, 0.043], [0.063, -0.007, -0.009], [-0.085, -0.035, -0.116], [-0.364, 0.124, 0.062], [-0.031, 0.138, -0.075], [0.269, -0.311, -0.294], [-0.032, -0.085, 0.095], [0.053, -0.166, 0.207], [0.036, -0.047, -0.374], [0.213, -0.258, -0.150], [-0.009, 0.021, 0.031], [0.029, 0.117, -0.018], [-0.087, 0.067, -0.030], [-0.016, 0.059, -0.050], [0.037, 0.212, -0.049], [-0.391, -0.347, 0.116], [-0.130, -0.189, 0.151], [-0.066, -0.667, 0.260], [0.354, -0.180, 0.028], [0.104, 0.149, 0.101], [-0.065, -0.033, 0.030], [0.085, -0.177, 0.184], [0.082, 0.249, 0.049], [0.026, -0.040, -0.079], [-0.151, 0.042, -0.112], [0.071, 0.176, -0.104], [-0.018, 0.001, -0.020], [0.021, -0.016, 0.012], [-0.018, -0.008, 0.009], [-0.008, -0.001, 0.010], [0.007, 0.015, 0.033], [0.008, 0.084, 0.100], [0.001, 0.000, 0.005], [0.015, -0.026, 0.049], [-0.036, 0.015, 0.007], [0.024, -0.023, 0.017], [0.006, 0.004, -0.017], [0.003, -0.018, -0.023], [0.024, -0.006, -0.008], [0.011, -0.001, 0.003], [-0.015, -0.049, -0.001], [0.003, -0.007, 0.005], [-0.011, 0.021, 0.021], [-0.018, -0.014, 0.017], [-0.035, -0.012, 0.004], [0.011, -0.009, -0.008], [0.042, 0.051, 0.024], [0.029, 0.038, 0.022], [-0.007, 0.020, -0.007], [0.008, -0.004, 0.001], [0.013, 0.043, 0.039], [-0.014, 0.017, -0.039], [-0.010, -0.032, -0.013], [-0.024, 0.022, 0.009], [0.005, 0.011, 0.017], [0.018, -0.002, 0.009], [-0.018, 0.023, 0.015], [0.006, 0.003, -0.001], [0.080, 0.014, 0.099], [0.025, -0.028, 0.032], [0.003, 0.021, 0.005], [0.006, 0.026, -0.018], [0.010, 0.005, -0.013], [0.010, 0.026, -0.026], [-0.021, 0.036, -0.001], [-0.008, 0.043, -0.044], [0.036, 0.005, 0.006], [0.030, -0.009, -0.007], [-0.017, -0.025, 0.013], [0.005, 0.003, 0.009], [-0.013, 0.001, 0.008], [0.027, -0.019, 0.003]], "largest_force_ev_per_a": 1.795, "total_energy_ha": -2088.25694, "total_charge": 2, "homo_ev": [-12.5936, -12.5947], "de_lowest_kcal_mol": 19.4}

6.
{"formula": "C27H30N3OPPbS5", "method": "ωB97M-V/def2-TZVPD", "elements": ["Pb", "S", "S", "S", "S", "S", "P", "O", "N", "N", "N", "C", "C", "C", "C", "C", "C", "C", "C", "C", "C", "C", "C", "C", "C", "C", "C", "C", "C", "C", "C", "C", "C", "C", "C", "C", "C", "C", "H", "H", "H", "H", "H", "H", "H", "H", "H", "H", "H", "H", "H", "H", "H", "H", "H", "H", "H", "H", "H", "H", "H", "H", "H", "H", "H", "H", "H", "H"], "xyz": [[-18.342, -5.315, 2.789], [-11.595, -1.746, 1.438], [-14.429, -1.713, 2.118], [-12.968, -4.191, 2.251], [-17.001, -2.864, 3.154], [-15.442, -5.643, 3.521], [-18.387, -5.247, -0.289], [-19.868, -8.864, 1.410], [-18.481, -7.969, 3.747], [-18.760, -5.505, 5.254], [-20.762, -4.308, 3.339], [-19.737, -8.091, 0.523], [-12.963, -2.507, 1.914], [-20.610, -6.934, -3.218], [-19.506, -6.277, -1.166], [-15.975, -6.247, -1.133], [-14.616, -5.325, -2.941], [-20.945, -2.188, -0.871], [-21.066, -4.649, 4.688], [-15.417, -3.133, 2.550], [-20.245, -7.369, -0.499], [-19.754, -6.103, -2.510], [-15.657, -4.517, -3.369], [-19.835, -4.565, 5.557], [-20.403, -3.452, -0.716], [-14.664, -4.294, 2.763], [-19.472, -7.840, 4.871], [-18.714, -1.304, -1.270], [-18.987, -3.610, -0.666], [-18.992, -6.826, 5.880], [-21.433, -7.871, -2.552], [-16.808, -4.475, -2.549], [-14.827, -6.281, -1.902], [-16.913, -5.239, -1.374], [-21.302, -8.033, -1.190], [-14.719, -6.900, 2.477], [-20.101, -1.152, -1.268], [-18.186, -2.503, -0.805], [-18.075, -7.124, 6.395], [-13.839, -7.382, 2.993], [-22.018, -2.001, -0.814], [-17.092, -2.570, -0.677], [-20.971, -4.345, -0.522], [-13.657, -5.320, -3.395], [-20.843, -6.877, -4.241], [-20.505, -0.105, -1.471], [-22.033, -8.610, -0.585], [-20.547, -3.313, 3.191], [-18.828, -8.637, 3.091], [-17.872, -5.163, 5.653], [-18.018, -0.554, -1.560], [-14.399, -6.450, 1.522], [-20.434, -7.566, 4.435], [-16.156, -7.009, -0.370], [-21.587, -5.579, 4.753], [-17.560, -8.203, 4.146], [-20.153, -4.706, 6.635], [-21.412, -4.623, 2.619], [-17.527, -3.734, -2.765], [-19.274, -5.273, -3.105], [-21.856, -3.978, 5.078], [-19.516, -3.508, 5.602], [-15.546, -3.972, -4.295], [-15.414, -7.683, 2.302], [-19.700, -8.803, 5.404], [-19.796, -6.800, 6.716], [-22.013, -8.506, -3.198], [-14.105, -7.096, -1.650]], "atomic_forces_ev_per_a": [[0.595, 0.407, 0.414], [-0.130, -0.061, -0.010], [-1.802, -0.001, -0.026], [-0.573, -0.824, 0.603], [-1.370, -0.104, -0.057], [0.318, -0.220, -0.024], [2.765, 0.924, 0.114], [1.723, 2.942, -3.768], [-0.085, 0.649, 1.726], [0.562, 0.198, 0.801], [0.950, 0.385, -1.983], [-2.899, -3.222, 4.838], [1.523, 0.037, -0.347], [-1.133, -1.042, 1.852], [-1.783, -2.213, -0.958], [0.039, 0.238, -0.230], [-0.650, -1.541, 1.136], [-0.235, -0.010, -0.769], [-1.123, 0.940, 0.987], [2.297, -1.397, 1.051], [1.505, 2.381, -2.490], [0.383, 1.366, -1.332], [-0.244, -0.674, 1.262], [-0.845, 0.996, 2.433], [1.269, 0.283, 0.593], [-1.139, 2.806, -1.045], [0.380, -1.213, -0.194], [-0.833, -0.995, 0.745], [-2.475, 0.131, 0.407], [-1.355, -0.118, 1.025], [1.253, 0.422, 0.028], [1.399, -0.188, 0.084], [0.721, -0.171, -0.066], [-0.323, -0.788, -0.699], [-0.996, -0.890, 0.313], [1.883, -0.616, 0.247], [-0.035, 2.129, 0.096], [1.503, 0.301, -0.511], [-0.021, -0.248, -0.291], [-0.773, 0.644, -0.616], [0.274, -0.186, -0.012], [-0.667, -0.060, -0.079], [-0.657, 0.072, -0.042], [0.573, 0.017, -0.655], [0.476, 0.515, -1.361], [0.374, -1.704, 0.122], [0.836, -0.115, -0.649], [-0.411, -0.469, 0.182], [0.463, -0.626, -0.001], [-0.647, 0.205, -0.310], [0.099, 0.781, -0.070], [-0.210, -0.312, 0.451], [0.028, 0.335, -0.047], [0.183, 0.334, -0.058], [0.109, -1.098, -0.209], [-0.664, -0.335, -0.520], [0.132, -0.048, -1.043], [0.017, 0.273, 0.508], [-0.839, 0.489, -0.331], [-0.391, -0.981, 1.063], [0.582, 0.062, 0.241], [0.453, -0.459, -0.578], [-0.198, 0.369, 0.172], [-0.792, -0.726, -0.248], [0.518, 0.636, -0.459], [1.254, 0.315, -1.269], [-0.799, -0.016, 0.404], [-0.343, 1.088, -0.545]], "largest_force_ev_per_a": 6.496, "total_energy_ha": -3810.85285, "total_charge": 2, "homo_ev": -11.4864, "de_lowest_kcal_mol": 21.1}

Please write out number 4 again, unchanged.
{"formula": "C3H6N2S", "method": "ωB97M-V/def2-TZVPD", "elements": ["S", "N", "N", "C", "C", "C", "H", "H", "H", "H", "H", "H"], "xyz": [[-2.256, 1.280, -0.452], [-1.570, -0.019, -1.084], [0.986, -0.813, -0.020], [-1.878, -0.762, -2.107], [1.528, -0.332, 0.868], [1.947, 0.585, 1.938], [2.242, 1.413, 1.437], [-1.185, -1.467, -2.497], [-0.790, -0.394, -0.503], [-2.814, -0.480, -2.678], [1.075, 0.961, 2.515], [2.714, 0.027, 2.582]], "atomic_forces_ev_per_a": [[-1.142, 1.414, 0.131], [3.798, 0.723, 5.084], [0.546, -0.632, -0.021], [-3.920, -1.602, -5.083], [-1.052, 0.830, 0.353], [-0.542, -3.377, 1.994], [1.868, 2.578, -1.220], [0.454, -0.315, -0.176], [-0.791, 0.397, -0.822], [1.348, -0.554, 0.699], [0.423, -0.882, -0.156], [-0.991, 1.420, -0.785]], "largest_force_ev_per_a": 6.615, "total_energy_ha": -625.45475, "s2": 2.006, "homo_ev": [-5.8364, -8.7744], "multiplicity": 3, "de_lowest_kcal_mol": 6.2}